1.
The following is a quantum chemistry calculation of a structure of composition C35H36CaClFN5O3PSe3Te in a non-equilibrium geometry, from the Open Molecules 2025 dataset.

Results
**Max |F|**: 3.0 eV Å⁻¹
**Net charge**: 0
**Energy relative to the best compared isomer or geometry (same formula, charge and spin)**: 5.199 eV
**LUMO level (alpha / beta)**: -0.04979 / -0.04911 hartree
**E_tot**: -296769.276 eV

CARTESIAN COORDINATES (ANGSTROEM)
Ca (-0.27662, -0.01760, -2.75015)
Cl (-1.61775, 1.83392, -0.63404)
C (-3.29613, 2.25255, -0.71057)
C (-3.76357, 3.33734, 0.01084)
C (-5.11029, 3.66070, -0.04969)
C (-5.97244, 2.90358, -0.82723)
C (-5.49295, 1.81969, -1.54778)
C (-4.14492, 1.47000, -1.49830)
P (-3.39739, 0.08356, -2.44951)
C (-4.84629, -0.46306, -3.43120)
C (-5.08414, 0.19829, -4.63455)
C (-6.15547, -0.16023, -5.43365)
C (-6.99286, -1.19768, -5.04589)
C (-6.75811, -1.86527, -3.85519)
C (-5.68864, -1.50097, -3.04822)
C (-3.33304, -1.20531, -1.16673)
C (-2.39710, -2.31987, -1.53461)
C (-2.30817, -3.49050, -0.53193)
C (-3.22442, -3.41076, 0.64241)
C (-3.89327, -2.29419, 0.94101)
C (-3.93813, -1.16711, 0.02849)
H (-3.07622, 3.92139, 0.60823)
H (-5.48213, 4.50648, 0.51402)
H (-7.02366, 3.15749, -0.87382)
H (-6.16927, 1.23611, -2.15743)
H (-4.41413, 0.98861, -4.95242)
H (-6.32682, 0.35316, -6.37107)
H (-7.82015, -1.49288, -5.67864)
H (-7.40594, -2.67827, -3.55145)
H (-5.51192, -2.02669, -2.11925)
H (-2.57826, -2.66706, -2.55573)
H (-2.37986, -4.45172, -1.03919)
H (-3.22987, -4.26626, 1.30614)
H (-4.46981, -2.23721, 1.85664)
H (-4.54052, -0.30779, 0.29957)
Se (2.22282, 0.72401, -4.16618)
Se (1.41089, -0.48506, -5.98190)
Te (-0.04217, -2.21388, -4.83311)
Se (-2.34573, -1.70969, -5.57304)
F (5.27235, 2.10114, 0.16938)
C (4.39093, 1.26060, 0.77885)
C (3.23614, 0.95700, 0.13214)
C (2.31151, 0.03464, 0.68478)
C (1.14878, -0.31210, -0.03243)
O (0.78850, 0.32292, -1.07818)
C (0.40154, -1.49259, 0.44771)
C (0.71321, -1.95148, 1.73947)
N (1.75190, -1.46479, 2.48399)
C (1.92794, -1.97495, 3.81526)
C (1.82820, -1.03281, 4.97945)
C (0.73849, -2.02923, 4.72278)
C (2.62317, -0.53926, 1.95754)
C (3.78825, -0.15312, 2.61466)
C (4.70841, 0.72315, 2.04322)
N (5.89876, 1.04414, 2.78686)
C (6.77498, 2.11239, 2.32860)
C (7.78622, 2.39481, 3.46802)
N (7.19238, 1.81411, 4.70864)
C (7.26560, 0.32460, 4.64694)
C (6.71444, -0.06882, 3.25710)
C (-0.42537, -2.21305, -0.37351)
O (-0.95433, -3.41222, -0.00910)
O (-1.03619, -1.77126, -1.52991)
H (3.02592, 1.37979, -0.84235)
H (0.12128, -2.73083, 2.19364)
H (2.64938, -2.78421, 3.88534)
H (1.62202, 0.00678, 4.76341)
H (2.48906, -1.19119, 5.82227)
H (-0.19585, -1.65109, 4.33216)
H (0.63578, -2.87932, 5.38237)
H (3.97735, -0.55355, 3.60206)
H (6.18059, 2.99874, 2.12677)
H (7.32083, 1.85960, 1.41361)
H (7.95264, 3.46067, 3.60138)
H (8.74563, 1.91143, 3.29597)
H (6.18441, 2.01761, 4.63286)
H (7.58718, 2.19482, 5.56380)
H (6.65658, -0.07594, 5.45560)
H (8.29837, 0.01301, 4.78758)
H (6.12089, -0.97207, 3.33156)
H (7.54285, -0.27718, 2.56579)
N (-0.47324, 2.94602, -4.39805)
N (-1.18922, 1.70499, -4.36374)
H (-0.50235, 3.34372, -5.32964)
H (0.49974, 2.70919, -4.21915)
H (-1.04685, 1.15202, -5.21379)
H (-2.17427, 1.92536, -4.33662)

Cartesian forces, eV/Å:
-0.768 0.802 -2.768
0.168 0.127 0.271
-0.346 -0.042 -0.184
0.102 0.015 0.028
-0.007 -0.009 0.026
-0.065 0.037 0.000
0.072 0.014 0.058
0.155 -0.003 0.001
-0.635 -0.005 -0.022
0.118 -0.039 0.068
-0.005 0.026 0.027
0.006 0.044 -0.034
-0.028 -0.038 0.003
-0.043 -0.062 0.003
0.022 0.124 -0.021
-0.014 0.129 0.320
-0.114 -0.307 0.056
0.103 0.030 -0.044
-0.081 0.239 0.193
0.052 -0.516 0.175
0.100 0.195 -0.561
0.007 -0.013 -0.011
0.003 0.004 -0.013
0.006 -0.004 -0.011
-0.014 -0.017 -0.002
0.005 -0.028 -0.044
0.014 0.008 0.010
0.000 0.011 0.002
0.010 -0.002 -0.012
-0.025 -0.016 0.009
0.068 0.053 -0.007
-0.019 0.027 -0.028
0.006 0.017 0.016
-0.001 0.002 -0.010
-0.019 -0.004 0.002
0.167 0.151 0.348
-0.092 0.019 -0.303
0.297 -0.712 -0.463
-0.128 0.178 0.304
0.070 0.029 0.000
-0.024 -0.225 0.208
0.025 0.257 -0.164
-0.450 -0.253 -0.092
0.487 0.163 0.764
0.995 0.128 1.752
0.217 -0.055 -0.318
-0.259 -0.139 -0.185
-0.314 -0.011 0.283
0.099 -0.033 -0.102
0.044 0.081 0.091
-0.105 -0.040 0.016
0.618 0.314 -0.129
-0.483 -0.350 0.140
0.219 0.366 -0.339
0.004 -0.057 0.107
-0.109 -0.001 0.094
0.019 0.097 -0.375
-0.012 0.072 -0.006
-0.067 -0.379 -0.157
0.096 0.092 -0.106
-0.374 0.051 0.361
0.039 0.045 -0.130
-0.170 -0.699 0.723
0.051 -0.021 0.011
0.090 -0.026 0.041
-0.004 0.001 0.057
-0.026 -0.032 -0.090
0.005 -0.052 -0.021
0.025 0.024 -0.030
0.064 -0.013 -0.015
0.071 0.010 0.019
-0.027 0.024 -0.015
0.035 0.019 0.043
-0.029 -0.006 0.097
0.000 -0.041 0.110
0.010 0.023 0.105
0.017 0.003 0.028
-0.024 0.082 0.019
0.026 0.092 0.036
-0.052 -0.028 0.022
0.000 -0.017 -0.005
-0.033 0.249 0.091
0.149 -0.059 -0.316
-0.003 -0.021 -0.115
0.090 -0.069 -0.022
0.026 -0.005 -0.005
-0.103 -0.026 0.132

Here are the Löwdin charges for atoms 1 to 4, given in e:
1 Ca 0.804
2 Cl 0.787
3 C -0.636
4 C -0.104

2.
The following is a quantum chemistry calculation of a structure of composition C22H50AlN4O3, from the Open Molecules 2025 dataset.

Results
**Max |F|**: 0.3 eV Å⁻¹
**Net charge**: -1
**Energy relative to the best compared isomer or geometry (same formula, charge and spin)**: 0.000 eV
**LUMO level**: 0.07843 hartree
**E_tot**: -42324.600 eV

CARTESIAN COORDINATES (ANGSTROEM)
C (7.28397, -0.62983, 1.77401)
C (7.53263, 0.70324, 1.05254)
C (7.42301, 0.49994, -0.45926)
C (6.64397, 1.84984, 1.57521)
C (5.20780, 1.93011, 1.03444)
Al (3.85882, 0.56844, 1.67597)
C (2.04865, 1.17303, 0.97708)
C (1.28219, 0.45894, 0.05211)
C (0.05826, 0.93323, -0.40884)
C (-0.39392, 2.14470, 0.07344)
N (0.29135, 2.86284, 0.96223)
C (1.46077, 2.37297, 1.38571)
H (6.50880, -1.21338, 1.27304)
H (8.19879, -1.23102, 1.81097)
H (6.94009, -0.47175, 2.79986)
H (8.57033, 1.00241, 1.25534)
H (8.04083, -0.34747, -0.77588)
H (6.39182, 0.27991, -0.74318)
H (7.75286, 1.38405, -1.01477)
H (7.18160, 2.79478, 1.39615)
H (6.59989, 1.74241, 2.66746)
H (5.21110, 1.98001, -0.06278)
H (4.79270, 2.89750, 1.35673)
H (3.81723, 0.59679, 3.31222)
H (4.13235, -0.94570, 1.13309)
H (1.65122, -0.49535, -0.31898)
H (-0.53989, 0.38067, -1.12715)
H (-1.34214, 2.55983, -0.26839)
H (1.97585, 2.99640, 2.11881)
C (-3.54890, -1.10699, -0.92727)
C (-3.80719, -0.47160, -2.28949)
C (-4.93813, -1.14039, -3.08275)
O (-4.59682, -2.38982, -3.65456)
C (-4.68057, -3.49699, -2.77854)
N (-2.54995, -0.41166, -3.03535)
H (-3.01595, -2.05312, -1.02474)
H (-2.92961, -0.45067, -0.31674)
H (-4.48348, -1.29552, -0.39498)
H (-4.12934, 0.56102, -2.11590)
H (-5.20023, -0.49842, -3.92742)
H (-5.83160, -1.24979, -2.45194)
H (-5.53837, -3.40571, -2.10302)
H (-3.78010, -3.62399, -2.17783)
H (-4.81159, -4.38751, -3.39406)
H (-2.67623, 0.13178, -3.88320)
H (-2.32340, -1.35108, -3.35013)
C (-1.06856, 7.60542, 2.81773)
C (-0.44138, 6.32455, 2.27677)
C (0.37292, 6.51989, 0.99361)
O (-0.40834, 6.78196, -0.16470)
C (-0.73536, 8.13163, -0.38790)
N (-1.46220, 5.28797, 2.13974)
H (-1.93799, 7.89782, 2.22659)
H (-1.41184, 7.44579, 3.83989)
H (-0.35682, 8.43458, 2.81491)
H (0.27382, 5.96283, 3.02412)
H (0.90322, 5.59017, 0.78512)
H (1.11136, 7.32489, 1.12210)
H (0.08779, 8.79418, -0.09473)
H (-1.63546, 8.44243, 0.15096)
H (-0.91555, 8.25196, -1.45688)
H (-0.97903, 4.41514, 1.91949)
H (-2.01103, 5.50284, 1.31109)
C (-2.39853, -8.59606, 0.08087)
C (-3.47921, -7.99292, -0.80805)
C (-3.06891, -6.68096, -1.48548)
O (-3.03641, -5.56059, -0.62559)
C (-1.82819, -5.36517, 0.08890)
N (-4.71912, -7.87166, -0.03975)
H (-2.30742, -8.04660, 1.01838)
H (-2.65446, -9.62517, 0.33038)
H (-1.42598, -8.58899, -0.41414)
H (-3.67527, -8.69927, -1.62264)
H (-3.81601, -6.44359, -2.24787)
H (-2.10039, -6.79467, -1.99129)
H (-0.96321, -5.65578, -0.51531)
H (-1.80786, -5.92555, 1.02618)
H (-1.75410, -4.30345, 0.31886)
H (-5.47861, -7.59290, -0.65221)
H (-4.61140, -7.10774, 0.62159)

Cartesian forces, eV/Å:
-0.082 0.000 0.012
0.030 -0.041 -0.037
0.063 -0.003 -0.014
-0.015 0.102 0.022
0.016 -0.114 0.040
0.063 0.018 0.076
-0.044 -0.118 -0.063
0.079 -0.112 -0.030
-0.016 -0.177 -0.083
-0.019 0.080 0.014
-0.096 0.191 0.155
0.019 0.074 0.012
0.001 0.044 0.035
-0.063 -0.003 -0.054
0.085 0.004 -0.025
-0.059 -0.038 0.091
0.004 0.062 0.006
0.049 -0.014 0.023
-0.065 -0.018 0.038
-0.020 -0.063 -0.090
0.042 0.087 -0.048
0.029 0.050 0.051
-0.020 -0.055 -0.004
0.025 0.011 -0.017
-0.091 -0.013 -0.093
-0.013 0.044 0.012
0.058 0.028 -0.005
0.089 -0.004 0.066
-0.071 -0.027 -0.056
0.007 0.026 0.045
0.047 -0.010 0.033
0.030 0.001 0.032
-0.047 0.003 0.001
0.025 -0.021 -0.035
-0.101 -0.048 -0.093
-0.001 -0.008 -0.012
0.016 0.010 -0.029
0.003 -0.006 0.004
-0.031 -0.008 -0.010
0.019 -0.007 -0.013
0.006 0.012 0.004
-0.007 0.001 0.001
-0.020 -0.031 0.033
-0.016 0.020 -0.023
0.038 0.049 0.036
0.050 0.013 0.040
-0.006 0.002 0.001
-0.020 -0.024 0.010
0.047 0.035 0.021
-0.060 0.025 0.005
0.035 -0.015 -0.019
0.071 0.003 -0.032
0.003 -0.006 -0.017
-0.016 -0.012 -0.008
0.001 0.003 0.001
0.043 0.032 -0.024
-0.036 -0.016 -0.023
0.004 -0.023 0.026
-0.001 0.009 -0.011
0.009 0.008 0.019
-0.005 0.002 0.002
-0.058 -0.047 -0.038
-0.021 0.005 0.028
0.005 0.000 0.009
-0.031 -0.034 0.010
0.027 0.010 -0.016
-0.009 -0.014 0.061
0.005 0.051 -0.036
-0.006 0.052 -0.031
0.002 0.013 -0.009
-0.014 0.007 0.014
0.000 0.000 0.000
0.030 0.007 -0.013
-0.003 0.022 0.007
-0.008 -0.030 0.004
0.008 0.010 0.006
0.008 -0.017 -0.012
0.000 0.000 0.003
-0.005 -0.026 -0.001
0.004 -0.023 0.014

Here are the Löwdin charges for atoms 1 to 4, given in e:
1 C -0.106
2 C -0.446
3 C -0.102
4 C -0.291